[1]
Entry from the OMol25 dataset: 4 unconnected molecules or ions with the total composition C16H41N3O6 at a distorted geometry (wB97M-V/def2-TZVPD).

HOMO energy, eV: -8.778
E_tot, a.u.: -1249.80259
E_LUMO, eV: 0.7603
Orbital gap, eV: 9.539
SMILES: COC[C@@H](C)N.COC[C@@H](C)N.COC[C@@H](C)N.O=COCCCO
Largest force on an atom, hartree/bohr: 0.07294

```
! RIJCOSX wB97M-V def2-TZVPD def2/J DEFGRID3
* xyz 0 1
C 3.454 -1.316 2.287
O 2.365 -1.297 1.376
C 1.229 -2.042 1.799
C 0.312 -1.299 2.792
C 0.867 -1.246 4.213
N 0.025 0.068 2.342
H 3.538 -2.273 2.811
H 3.358 -0.496 3.002
H 4.372 -1.150 1.720
H 0.651 -2.234 0.889
H 1.531 -3.023 2.186
H -0.634 -1.850 2.837
H 1.667 -0.512 4.324
H 0.080 -0.964 4.917
H 1.254 -2.222 4.521
H -0.436 0.024 1.436
H 0.919 0.513 2.134
C 9.082 2.126 1.131
O 9.173 0.803 0.629
C 9.355 -0.196 1.626
C 8.056 -0.634 2.333
C 7.552 0.373 3.362
N 6.983 -0.907 1.368
H 9.716 2.278 2.009
H 8.044 2.370 1.363
H 9.411 2.808 0.345
H 9.759 -1.066 1.097
H 10.122 0.112 2.347
H 8.276 -1.563 2.871
H 7.069 1.237 2.903
H 6.809 -0.094 4.015
H 8.369 0.732 3.994
H 7.288 -1.651 0.743
H 6.911 -0.094 0.757
C -5.421 -0.560 -4.294
O -5.780 -1.147 -3.053
C -7.168 -1.071 -2.742
C -8.032 -2.155 -3.418
C -8.298 -1.890 -4.897
N -7.436 -3.488 -3.273
H -6.030 0.319 -4.526
H -5.495 -1.298 -5.095
H -4.376 -0.249 -4.230
H -7.233 -1.218 -1.658
H -7.555 -0.064 -2.942
H -9.004 -2.158 -2.912
H -7.435 -2.115 -5.525
H -9.120 -2.517 -5.252
H -8.580 -0.847 -5.065
H -7.351 -3.703 -2.281
H -6.468 -3.423 -3.588
O -1.077 1.744 0.027
C -0.870 2.295 -1.063
O -1.857 2.756 -1.959
C -2.589 3.890 -1.431
C -3.620 3.504 -0.242
C -4.274 2.088 -0.557
O -5.154 2.307 -1.713
H 0.230 2.385 -1.388
H -1.915 4.753 -1.111
H -3.246 4.294 -2.280
H -3.002 3.529 0.716
H -4.469 4.269 -0.229
H -3.532 1.259 -0.772
H -4.967 1.782 0.309
H -5.404 1.410 -2.035
*
```

=====

[2]
Entry from the OMol25 dataset: 4 unconnected molecules or ions with the total composition C16H41N4O3 (wB97M-V/def2-TZVPD).

HOMO energy, eV: -1.506
E_tot, a.u.: -1078.84193
E_LUMO, eV: 2.7518
Orbital gap, eV: 4.258
Largest force on an atom, hartree/bohr: 0.00461
ΔE to the lowest compared entry with this formula, charge and spin, kcal per mole: 0.0

```
! RIJCOSX wB97M-V def2-TZVPD def2/J DEFGRID3
* xyz -1 1
C 2.474 1.255 1.017
C 1.489 0.893 -0.101
C 0.466 1.960 -0.389
C -0.705 1.969 0.564
N 0.530 2.871 -1.286
H 3.014 2.172 0.734
H 1.929 1.496 1.945
H 0.972 -0.044 0.150
H 2.059 0.706 -1.024
H -1.409 2.769 0.333
H -1.216 1.002 0.520
H -0.317 2.103 1.577
H 1.390 2.739 -1.827
C -5.547 -0.561 -2.102
C -4.292 -1.421 -2.005
C -3.822 -1.668 -0.567
O -3.215 -0.552 0.043
C -4.079 0.345 0.713
N -3.254 -0.843 -2.856
H -5.313 0.487 -1.910
H -5.964 -0.625 -3.106
H -6.305 -0.878 -1.383
H -4.529 -2.411 -2.413
H -3.053 -2.446 -0.589
H -4.656 -2.031 0.051
H -4.882 -0.192 1.230
H -4.519 1.082 0.036
H -3.482 0.862 1.460
H -2.455 -1.467 -2.905
H -2.905 0.005 -2.419
C 5.866 1.098 -2.668
C 4.477 0.471 -2.620
C 4.415 -0.958 -3.158
O 4.526 -1.080 -4.572
C 5.841 -1.119 -5.072
N 3.523 1.374 -3.257
H 6.127 1.404 -3.684
H 5.880 1.988 -2.041
H 6.630 0.405 -2.309
H 4.180 0.402 -1.566
H 3.438 -1.377 -2.907
H 5.185 -1.577 -2.678
H 6.505 -1.675 -4.399
H 6.267 -0.122 -5.220
H 5.810 -1.631 -6.034
H 2.578 1.053 -3.075
H 3.638 1.386 -4.265
C -2.044 -1.510 3.307
C -1.786 -0.031 3.564
C -0.550 0.254 4.417
O -0.710 -0.059 5.797
C -0.383 -1.383 6.152
N -3.006 0.585 4.098
H -2.462 -1.997 4.191
H -2.757 -1.621 2.490
H -1.123 -2.025 3.029
H -1.581 0.443 2.602
H -0.339 1.325 4.378
H 0.326 -0.267 4.012
H 0.479 -1.744 5.581
H -1.213 -2.079 5.995
H -0.125 -1.383 7.212
H -2.885 1.591 4.151
H -3.133 0.279 5.058
*
```

=====

[3]
Entry from the OMol25 dataset: a molecular structure, C16H42F3KO18P4 at a distorted geometry (wB97M-V/def2-TZVPD).

HOMO energy, eV: -5.636
E_tot, a.u.: -4254.31066
E_LUMO, eV: -1.4079
Orbital gap, eV: 4.228
Largest force on an atom, hartree/bohr: 0.08586
ΔE to the lowest compared entry with this formula, charge and spin, kcal per mole: 166.4

```
! RIJCOSX wB97M-V def2-TZVPD def2/J DEFGRID3
* xyz 0 1
K -2.129 0.853 -0.192
C 1.269 2.342 3.567
O 0.304 1.344 3.981
O 0.574 3.249 2.785
C 2.158 2.892 4.733
F 1.372 2.986 5.824
F 3.141 2.103 5.005
F 2.684 4.121 4.521
C 0.792 0.174 4.626
C -0.241 -0.939 4.472
H -0.126 -1.233 3.429
H 0.086 -1.715 5.164
H -1.271 -0.631 4.655
H 1.073 0.377 5.659
H 1.730 -0.212 4.225
H 2.008 1.910 2.892
C -6.342 5.246 2.975
O -7.366 4.445 3.624
P -7.127 2.816 3.950
O -6.441 2.110 2.801
O -6.328 2.904 5.394
C -4.950 3.336 5.472
O -8.554 2.192 4.292
C -9.451 1.838 3.294
H -5.665 5.566 3.767
H -6.751 6.092 2.422
H -5.869 4.591 2.243
H -4.820 4.158 6.176
H -4.588 3.673 4.500
H -4.245 2.551 5.743
H -9.237 2.255 2.310
H -10.493 1.992 3.574
H -9.318 0.763 3.169
C 7.181 2.815 -7.592
O 6.260 2.755 -6.490
P 4.926 3.596 -6.364
O 4.019 3.493 -7.495
O 5.364 5.098 -5.945
C 6.254 5.225 -4.855
O 4.371 2.934 -4.985
C 3.233 3.454 -4.293
H 7.599 1.821 -7.749
H 8.022 3.487 -7.419
H 6.516 3.093 -8.409
H 6.637 6.242 -4.770
H 7.148 4.613 -4.980
H 5.866 4.885 -3.895
H 3.558 3.597 -3.262
H 2.455 2.692 -4.333
H 2.957 4.459 -4.610
C 5.782 -3.557 -2.563
O 5.021 -3.832 -1.416
P 4.332 -2.675 -0.413
O 3.192 -1.822 -0.923
O 5.670 -1.847 0.065
C 6.036 -0.565 -0.399
O 3.967 -3.517 0.911
C 4.849 -4.417 1.583
H 5.165 -3.717 -3.447
H 6.636 -4.234 -2.562
H 6.142 -2.535 -2.678
H 5.509 0.184 0.193
H 5.892 -0.297 -1.445
H 7.115 -0.499 -0.265
H 4.466 -5.434 1.491
H 5.020 -4.122 2.618
H 5.848 -4.430 1.147
C -6.693 -4.967 0.046
O -5.582 -5.740 -0.264
P -4.552 -5.255 -1.437
O -4.173 -3.806 -1.371
O -3.327 -6.292 -1.455
C -2.268 -6.051 -0.502
O -5.403 -5.732 -2.788
C -4.944 -5.315 -4.059
H -7.030 -4.396 -0.819
H -6.663 -4.291 0.901
H -7.506 -5.665 0.246
H -2.600 -6.308 0.504
H -2.083 -4.980 -0.412
H -1.409 -6.657 -0.791
H -4.884 -6.234 -4.642
H -4.036 -4.728 -4.195
H -5.731 -4.679 -4.465
*
```

=====

[4]
Entry from the OMol25 dataset: a molecular structure, C16H42F3O22P4SZn at a distorted geometry (wB97M-V/def2-TZVPD).

HOMO energy, eV: -11.587
E_tot, a.u.: -6132.83622
E_LUMO, eV: -1.8990
Orbital gap, eV: 9.688
Largest force on an atom, hartree/bohr: 0.11814
ΔE to the lowest compared entry with this formula, charge and spin, kcal per mole: 71.4

```
! RIJCOSX wB97M-V def2-TZVPD def2/J DEFGRID3
* xyz 1 1
Zn 0.260 0.784 0.311
C 0.576 3.531 -3.201
F 0.504 2.256 -3.495
F 1.575 4.111 -3.911
F -0.650 4.117 -3.474
S 1.094 3.633 -1.324
O 0.362 4.692 -0.645
O 0.749 2.315 -0.736
O 2.539 3.868 -1.384
C 3.495 1.338 -3.176
O 3.769 1.061 -1.866
P 3.125 -0.307 -1.166
O 1.805 -0.228 -0.500
O 4.271 -0.856 -0.171
C 5.613 -0.682 -0.630
O 3.157 -1.396 -2.314
C 2.944 -2.811 -1.971
H 4.413 1.309 -3.762
H 3.078 2.342 -3.095
H 2.776 0.670 -3.651
H 5.633 -0.793 -1.714
H 6.450 -1.294 -0.294
H 5.878 0.345 -0.376
H 1.995 -3.140 -2.393
H 2.916 -3.054 -0.909
H 3.669 -3.468 -2.452
C -0.456 -4.510 -0.783
O -0.308 -3.132 -0.504
P 0.101 -2.479 0.989
O -0.195 -0.999 1.069
O 1.630 -2.923 1.155
C 1.962 -4.238 1.478
O -0.717 -3.368 2.067
C -2.131 -3.482 2.035
H 0.219 -4.775 -1.597
H -1.469 -4.774 -1.087
H -0.205 -5.195 0.027
H 2.349 -4.749 0.597
H 1.246 -4.900 1.967
H 2.722 -4.167 2.256
H -2.645 -2.857 2.766
H -2.296 -4.541 2.234
H -2.650 -3.339 1.088
C -2.648 4.407 1.294
O -3.310 3.171 1.194
P -2.563 1.831 1.754
O -1.086 1.750 1.511
O -3.097 1.644 3.243
C -2.256 1.996 4.336
O -3.322 0.573 1.025
C -4.704 0.279 1.379
H -2.367 4.778 0.308
H -1.843 4.385 2.028
H -3.462 5.008 1.699
H -1.297 2.357 3.964
H -2.069 1.141 4.986
H -2.730 2.735 4.981
H -5.172 1.120 1.889
H -4.521 -0.534 2.082
H -5.238 -0.232 0.577
C -3.837 -2.439 -1.768
O -2.884 -1.577 -1.105
P -1.965 -0.544 -1.998
O -1.000 0.247 -1.145
O -1.257 -1.492 -3.106
C -0.156 -1.112 -3.883
O -3.166 0.312 -2.767
C -3.988 1.208 -2.041
H -3.985 -2.028 -2.767
H -4.816 -2.250 -1.328
H -3.584 -3.499 -1.760
H 0.718 -1.139 -3.232
H -0.281 -0.122 -4.323
H -0.021 -1.883 -4.641
H -3.529 1.528 -1.106
H -4.932 0.805 -1.677
H -4.006 2.105 -2.661
C 1.327 3.994 2.413
O 2.041 3.061 3.198
C 2.064 1.782 2.832
O 1.511 1.338 1.820
O 2.749 1.021 3.754
C 2.971 -0.385 3.709
H 0.513 4.524 2.907
H 0.883 3.642 1.481
H 1.998 4.841 2.266
H 2.630 -0.943 2.837
H 2.494 -0.746 4.620
H 4.042 -0.575 3.766
*
```

=====

[5]
Entry from the OMol25 dataset: 8 unconnected molecules or ions with the total composition C16H42N6O10 at a distorted geometry (wB97M-V/def2-TZVPD).

HOMO energy, eV: -9.152
E_tot, a.u.: -1715.82554
E_LUMO, eV: 0.1355
Orbital gap, eV: 9.288
SMILES: CC(N)=O.CC(N)=O.CC(N)=O.CC(N)=O.CC(N)=O.CC(N)=O.OCCO.OCCO
Largest force on an atom, hartree/bohr: 0.09150

```
! RIJCOSX wB97M-V def2-TZVPD def2/J DEFGRID3
* xyz 0 1
C 38.783 -11.377 -14.184
C 37.881 -12.063 -13.170
N 36.628 -11.962 -13.489
O 38.314 -12.635 -12.215
H 39.709 -11.220 -13.631
H 38.372 -10.399 -14.435
H 38.991 -12.102 -14.970
H 35.843 -12.392 -13.021
H 36.414 -11.293 -14.216
C 35.302 -14.601 -15.829
C 36.290 -15.837 -15.579
N 37.346 -15.937 -16.441
O 36.080 -16.694 -14.752
H 35.690 -13.956 -16.617
H 35.164 -14.146 -14.848
H 34.350 -15.046 -16.123
H 37.931 -16.760 -16.447
H 37.327 -15.394 -17.293
C 34.289 -17.075 -11.736
C 35.363 -16.207 -11.146
N 36.213 -15.624 -11.967
O 35.287 -15.879 -9.963
H 33.844 -16.776 -12.685
H 33.463 -17.146 -11.029
H 34.633 -18.085 -11.961
H 36.214 -15.988 -12.909
H 36.816 -14.914 -11.576
C 40.905 -18.969 -11.353
C 39.422 -18.852 -11.189
N 38.973 -17.616 -11.035
O 38.665 -19.787 -11.212
H 41.344 -19.752 -10.734
H 41.583 -18.160 -11.082
H 40.990 -19.231 -12.408
H 39.666 -16.885 -11.113
H 37.973 -17.488 -11.091
C 39.205 -20.839 -14.813
C 38.319 -19.580 -15.119
N 37.475 -19.144 -14.227
O 38.495 -18.812 -16.148
H 39.385 -21.314 -15.777
H 38.760 -21.561 -14.127
H 40.123 -20.528 -14.315
H 37.576 -19.529 -13.299
H 36.782 -18.436 -14.424
C 31.949 -14.713 -9.267
C 31.269 -16.032 -9.497
N 30.514 -16.183 -10.546
O 31.486 -17.003 -8.819
H 32.985 -14.783 -9.600
H 31.972 -14.369 -8.233
H 31.487 -13.913 -9.846
H 30.117 -17.058 -10.855
H 30.573 -15.459 -11.248
O 32.588 -19.485 -9.709
C 33.682 -20.322 -9.324
C 33.857 -21.775 -9.915
O 32.798 -22.566 -9.510
H 32.357 -18.682 -9.237
H 34.575 -19.799 -9.666
H 33.585 -20.379 -8.240
H 34.682 -22.290 -9.423
H 33.991 -21.601 -10.982
H 31.972 -22.495 -9.995
O 36.474 -11.214 -9.650
C 36.534 -12.520 -8.992
C 37.524 -12.585 -7.832
O 38.887 -12.470 -8.281
H 37.274 -11.049 -10.154
H 35.558 -12.887 -8.675
H 36.736 -13.247 -9.777
H 37.392 -13.557 -7.356
H 37.427 -11.809 -7.072
H 39.174 -11.555 -8.232
*
```

=====

[6]
Entry from the OMol25 dataset: a molecular structure, C16H43AlBr2O13P3 at a distorted geometry (wB97M-V/def2-TZVPD).

HOMO energy, eV: -5.101
E_tot, a.u.: -8027.80539
E_LUMO, eV: -1.2892
Orbital gap, eV: 3.812
Largest force on an atom, hartree/bohr: 0.18107

```
! RIJCOSX wB97M-V def2-TZVPD def2/J DEFGRID3
* xyz -1 1
C 7.508 1.025 1.431
C 7.012 -0.562 1.610
C 5.359 -0.507 1.382
C 4.704 -1.982 1.044
O 3.545 -1.704 0.133
Al 2.339 -0.493 0.953
Br 2.828 1.852 0.412
C 0.368 -0.774 0.310
C -0.640 0.343 1.035
C -0.760 0.123 2.659
Br -2.401 0.260 0.058
H 8.418 1.295 2.131
H 6.609 1.752 1.728
H 7.721 1.242 0.287
H 7.527 -1.265 0.797
H 7.310 -0.918 2.693
H 4.897 0.019 2.330
H 5.219 0.140 0.389
H 5.527 -2.657 0.514
H 4.344 -2.582 1.983
H 2.339 -0.735 2.521
H 0.378 -0.458 -0.841
H 0.002 -1.879 0.473
H -0.240 1.455 0.877
H -1.440 0.927 3.172
H -1.078 -0.988 2.849
H 0.336 0.297 3.098
C -0.967 2.387 -6.976
O -2.116 1.907 -6.325
P -2.855 2.547 -4.898
O -3.601 3.581 -5.747
O -1.408 3.205 -4.435
C -0.381 2.341 -3.982
O -3.594 3.188 -3.471
C -3.035 2.852 -2.220
H -1.077 2.204 -8.048
H -0.793 3.455 -6.807
H -0.107 1.798 -6.648
H 0.528 2.533 -4.559
H -0.663 1.288 -4.074
H -0.161 2.564 -2.940
H -2.172 3.485 -2.011
H -2.743 1.798 -2.193
H -3.773 3.045 -1.440
C 0.954 -2.170 -5.284
O -0.093 -1.476 -5.911
P -1.762 -1.464 -5.454
O -1.473 -0.370 -4.422
O -1.577 -2.934 -4.716
C -1.408 -4.086 -5.523
O -3.430 -1.452 -4.998
C -4.237 -2.542 -5.385
H 1.869 -1.579 -5.387
H 0.767 -2.363 -4.221
H 1.127 -3.105 -5.822
H -0.504 -4.613 -5.208
H -1.339 -3.833 -6.585
H -2.250 -4.757 -5.368
H -4.096 -3.378 -4.701
H -4.010 -2.852 -6.409
H -5.286 -2.246 -5.320
C -1.066 2.888 7.479
O -0.350 1.680 7.459
P -0.951 0.114 7.036
O -0.730 0.427 5.554
O -2.485 0.586 7.442
C -2.805 0.763 8.810
O -1.552 -1.452 6.613
C -2.280 -2.174 7.583
H -0.381 3.698 7.210
H -1.919 2.893 6.791
H -1.392 3.085 8.503
H -3.225 1.762 8.952
H -1.929 0.635 9.453
H -3.568 0.043 9.095
H -3.313 -1.828 7.614
H -1.819 -2.073 8.571
H -2.301 -3.227 7.297
*
```